1.
23
Properties=species:S:1:pos:R:3:forces:R:3 method="wB97M-V/def2-TZVPD" gap_ev=9.57 fmax_ev_per_a=1.57 homo_ev=-8.88 relative_energy_kj_mol=105.9
O 0.0274 -4.7827 -1.3057 -1.4 -0.3 -0.6
O -0.1319 0.7961 3.4736 0.3 -0.2 -0.6
O -1.1996 -0.1393 0.6389 0.1 -0.7 -0.4
N 1.3440 0.6888 -0.0237 -0.1 -0.2 -1.0
C -1.3650 0.7040 -1.5887 0.7 0.2 0.9
C 2.2587 0.8209 -1.1633 0.0 0.1 0.3
C 0.2779 1.6989 0.0260 0.1 -0.6 0.0
C -1.1131 1.0685 -0.1314 0.1 -0.6 1.2
H 1.7936 1.0606 -2.1321 -0.2 0.1 0.2
H -0.2067 -4.4194 -2.1726 0.7 0.3 0.0
H 0.1905 -0.1143 3.4260 -0.1 0.0 0.3
H 0.9196 -0.2326 -0.0530 -0.1 0.1 0.1
H -2.2387 0.0659 -1.6859 -0.2 0.4 -0.3
H -1.4236 -0.0187 1.5662 0.1 0.6 0.0
H -1.8568 1.7456 0.3013 -0.1 0.2 -0.6
H 0.3416 2.4433 -0.7696 0.4 0.1 0.0
H -0.4995 0.1820 -1.9994 0.0 -0.2 0.1
H -1.3613 1.6675 -2.0692 -0.7 0.2 -0.8
H 0.3135 1.1750 2.6982 -0.1 0.1 0.3
H 0.4052 2.2052 0.9757 -0.4 0.5 0.2
H -0.8353 -5.2192 -1.1523 0.7 0.0 0.6
H 2.9685 1.6105 -0.9200 0.2 0.0 -0.2
H 2.7887 -0.1200 -1.3143 0.2 0.1 0.2

=====

2.
23
Properties=species:S:1:pos:R:3:forces:R:3 method="wB97M-V/def2-TZVPD" gap_ev=9.88 fmax_ev_per_a=1.98 homo_ev=-9.36 relative_energy_kj_mol=124.6
O -1.4346 -0.5671 -2.4343 -1.1 -0.5 1.6
O 1.0672 -3.1714 -0.0998 0.2 -0.2 0.1
O -3.0650 1.1442 -0.8800 0.3 0.4 0.0
N 1.3720 0.4381 -1.2232 -0.2 -0.2 0.2
C 1.6223 1.3203 -0.0829 0.5 -0.2 0.8
C 0.5400 0.0682 1.8347 0.8 0.0 0.8
C 0.3395 0.0358 3.1448 0.0 0.1 0.6
C 0.5382 1.3238 1.0115 0.2 -0.7 -0.9
H -2.8835 0.3380 -0.3862 -0.2 -0.1 -0.1
H 0.4880 -0.0478 -1.1262 -0.2 0.2 -0.1
H -1.7745 0.3232 -2.3070 0.1 0.2 -0.1
H 1.1960 -2.3035 -0.4860 -0.1 0.2 -0.1
H 0.1619 0.9147 3.7593 -0.2 0.2 -0.4
H -0.4425 1.3546 0.5215 0.0 0.6 0.0
H -3.7693 0.9617 -1.5081 -0.1 -0.2 0.2
H -0.8728 -0.5935 -3.1752 1.0 0.2 -1.4
H 2.5497 1.0073 0.4177 0.0 0.0 -0.1
H 0.1171 -3.2925 -0.0656 -0.2 0.0 0.0
H 1.8245 2.3474 -0.3909 -0.3 0.0 -0.3
H 0.4000 -0.8618 3.7498 0.1 -0.2 -0.3
H 0.8839 -0.8674 1.3982 -0.4 0.1 -0.4
H 2.0673 -0.2920 -1.2587 0.3 0.0 -0.1
H 0.7507 2.2045 1.6131 -0.6 0.0 0.2

=====

3.
23
Properties=species:S:1:pos:R:3:forces:R:3 method="wB97M-V/def2-TZVPD" charge=+1 gap_ev="11.07 / 5.43" fmax_ev_per_a=6.52 homo_ev="-14.24 / -13.78" multiplicity=2 relative_energy_kj_mol=337.8
O 2.4148 3.1307 -0.3798 1.1 1.2 5.4
O -0.7874 2.0421 0.8884 2.7 2.0 0.2
O -0.0186 -3.2664 -0.7304 3.5 -1.1 -5.0
N 2.2020 -0.8620 0.8623 -3.1 1.4 -2.1
C -1.3545 -0.2452 -0.0736 -3.0 -0.1 0.8
C -2.5537 -0.5777 -0.8227 -1.6 -2.2 -2.0
C 0.9192 -0.1471 0.7936 1.1 -1.7 1.7
C -0.1432 -0.6529 -0.2467 4.6 0.6 -1.6
H 1.0517 0.9219 0.5204 0.2 -0.1 -0.4
H -1.5932 0.2084 0.8621 0.1 0.2 0.4
H 2.2933 2.7768 -1.1708 -1.4 -1.8 -6.1
H -1.5806 2.5134 1.0279 -2.0 0.6 0.2
H -0.5171 -3.0152 -0.0417 -3.0 1.6 3.7
H -3.2788 -1.1591 -0.1653 1.0 0.4 -0.9
H -2.4715 -1.0402 -1.8674 0.6 -0.2 1.7
H 0.6079 -0.0820 1.8729 -0.4 -0.1 -1.3
H 3.1122 2.5286 -0.0885 0.3 0.5 0.7
H 0.0226 -2.5383 -1.4055 -0.5 -1.8 1.3
H -0.1654 2.8246 0.9729 -0.5 -1.3 -0.2
H 2.2232 -1.4206 1.7036 1.0 -0.4 -0.2
H -3.1527 0.2292 -1.1711 -0.3 1.6 0.5
H 0.2740 -1.0114 -1.2505 -0.6 1.0 1.7
H 2.4957 -1.1575 -0.0902 0.4 -0.4 1.4

=====

4.
25
Properties=species:S:1:pos:R:3:forces:R:3 method="wB97M-V/def2-TZVPD" gap_ev=10.17 fmax_ev_per_a=2.29 homo_ev=-9.69 relative_energy_kj_mol=0.0
O 0.2727 2.4149 1.2048 0.5 0.7 0.6
O 0.3300 -1.9516 2.5629 0.0 0.0 -0.1
O -1.6255 2.7956 -0.6257 -0.4 -0.3 0.0
O -1.8755 0.3112 -1.8327 -0.9 1.3 -1.6
O 0.4119 0.2399 2.8031 -0.1 0.3 0.2
N -0.9489 -0.9326 -0.0459 0.9 -0.8 1.7
C 1.4347 -1.5902 -0.0574 -0.1 0.2 -0.2
C 0.3706 -0.6599 0.5351 0.5 -0.1 0.1
C 1.5906 -1.3979 -1.5623 0.0 -0.1 0.1
C 0.3680 -0.8591 2.0593 0.0 0.0 -0.1
H 0.5556 3.2905 1.5279 -0.2 -0.6 -0.3
H 0.6420 -1.5664 -2.0711 0.0 0.0 -0.1
H 2.3762 -1.3781 0.4535 0.0 0.0 0.0
H 1.9292 -0.3890 -1.7962 0.0 0.1 0.0
H -1.1070 0.0970 -2.3900 -0.5 0.0 0.5
H 0.3410 1.0741 2.2761 0.1 -0.2 -0.1
H 2.3102 -2.0999 -1.9797 0.1 0.0 0.0
H -2.5086 3.1010 -0.3565 0.5 -0.3 -0.3
H 1.1966 -2.6280 0.1805 -0.1 0.0 0.1
H -1.6828 -0.5533 0.5347 -0.1 -0.3 0.7
H -1.7361 1.9334 -1.1155 -0.2 0.4 0.1
H -1.7966 -0.2709 -1.0318 0.9 0.4 -1.3
H -0.4405 2.5761 0.5515 -0.2 0.2 -0.1
H -1.0649 -1.9220 -0.1256 -0.3 -0.7 0.3
H 0.6573 0.3652 0.3011 -0.1 0.0 0.0

=====

5.
22
Properties=species:S:1:pos:R:3:forces:R:3 method="wB97M-V/def2-TZVPD" gap_ev="7.12 / 7.69" fmax_ev_per_a=3.83 homo_ev="-6.53 / -7.62" relative_energy_kj_mol=644.3
Si 2.3446 -1.4747 -0.0407 -1.3 2.6 2.0
Si -1.2264 0.8265 1.1538 0.6 -1.0 -1.7
N -2.1987 -0.0255 -0.0403 0.0 1.2 2.8
C -2.5080 0.4099 -1.3259 0.1 -0.7 -3.8
C 3.1128 1.3766 -0.1459 0.0 1.5 -0.2
C 2.5315 0.2890 0.6627 0.0 -0.5 1.1
C -2.6989 -1.2700 0.3256 0.2 -1.8 -0.1
H 3.0835 1.2928 -1.2458 -0.3 -0.2 0.4
H 3.6828 -1.9929 -0.0870 0.6 -0.8 -0.4
H -0.9989 1.9805 0.3027 0.1 1.0 0.4
H 2.7780 2.4327 0.1277 0.3 -1.3 -0.2
H -2.4732 -1.4967 1.3368 0.7 -0.4 1.0
H -1.6471 0.0630 -1.9816 -0.9 0.9 0.0
H 4.1584 1.3210 0.1437 0.6 0.4 -0.2
H 2.7511 0.4805 1.7611 -0.6 -0.5 -1.3
H 1.6545 -1.1019 -1.2900 0.1 -0.8 -0.3
H -3.4323 0.0121 -1.9089 1.1 -0.1 1.7
H -2.6991 1.4628 -1.4220 0.6 0.7 0.1
H 1.4829 -2.0389 1.0698 0.3 -0.5 -0.8
H -1.6003 0.8646 2.5949 -0.5 0.2 -0.2
H -3.7453 -1.3216 0.3167 -1.9 0.1 -0.4
H -2.3518 -2.0897 -0.3073 0.3 -0.2 -0.1

=====

6.
34
Properties=species:S:1:pos:R:3:forces:R:3 method="wB97M-V/def2-TZVPD" charge=+2 gap_ev="6.89 / 3.79" fmax_ev_per_a=9.65 homo_ev="-14.83 / -14.83" multiplicity=3
Ag -2.9410 0.3753 2.9782 0.6 -0.3 -0.6
Cl -0.8496 -0.0667 1.4095 -0.5 0.2 1.0
O 2.7349 3.6007 3.3394 5.9 3.4 4.2
O -2.0983 -2.1276 -2.3270 1.5 -0.8 0.7
O -0.1283 -5.1538 0.2826 0.0 -5.3 -1.2
O 1.2933 2.4974 -1.4878 -6.3 7.2 1.2
N 0.0460 -3.4638 1.7401 0.4 -1.5 4.2
N -3.7181 -0.7273 -2.9285 -1.4 0.0 -2.4
N -0.3506 -3.0310 -0.2180 -1.5 2.3 -6.6
N 1.8299 0.5029 -0.8893 -1.4 -5.7 4.0
N 3.0733 1.5777 -2.2185 5.9 -1.0 -2.4
N -2.9253 -0.4986 -0.9792 0.9 1.7 4.5
N 1.6857 3.4897 1.4089 1.8 2.9 -4.2
N 1.0810 2.2894 2.9912 -3.6 -4.1 3.1
C -0.2263 -3.9884 0.5865 1.5 4.1 2.5
C 2.0165 1.6132 -1.4671 3.1 -0.7 -2.9
C 1.9290 3.1551 2.6032 -4.7 -3.0 -1.6
C -2.8082 -1.1791 -2.0625 -1.4 -1.6 -3.5
H -2.1468 -0.5699 -0.3398 -0.5 0.7 0.1
H 0.8544 1.9963 3.9308 0.7 0.4 0.2
H -3.4576 0.3513 -1.0996 0.6 0.1 0.8
H 0.4016 1.9275 2.3374 0.2 -0.3 -0.3
H -3.9499 -1.3247 -3.7092 0.1 0.2 0.0
H -0.0137 -2.4555 1.7446 0.4 -0.1 0.8
H 3.7551 0.8774 -1.9637 0.0 0.0 -0.3
H 0.9299 0.3770 -0.4485 0.3 -0.3 0.0
H 0.4198 -4.0301 2.4882 -0.3 0.4 0.3
H -4.4249 -0.0724 -2.6260 0.0 -0.3 -0.4
H 0.7679 3.2909 1.0372 0.3 0.5 -0.8
H 2.4298 -0.2747 -1.1252 -0.6 -0.1 0.3
H -0.6410 -2.1063 0.0661 -0.1 -0.1 0.2
H 2.3808 4.0979 1.0000 -0.5 0.2 -1.0
H 3.5234 2.2304 -2.8443 -1.1 0.6 0.4
H -0.4724 -3.1802 -1.2094 -0.5 0.0 -0.4